1.
Computed, not measured: a structure of composition C25H31F6N2OSSi2Ti, with ωB97M-V/def2-TZVPD.

Results
HOMO (alpha / beta)	-0.104 / -0.162	hartree
multiplicity	3
DFT total energy	-97471.8871	eV
F_max	0.89	eV/Å
total charge	-1
expectation value of S²	2.00
frontier orbital gap (alpha / beta)	5.399 / 6.958	eV

Cartesian coordinates (Å):
Ti 0.550 -0.644 0.541
F 0.480 -5.821 -3.885
C 0.972 -4.928 -3.014
C 0.134 -4.004 -2.415
F -1.170 -4.000 -2.708
C 0.675 -3.098 -1.521
F -0.212 -2.195 -0.983
C 2.019 -3.024 -1.171
S 2.663 -1.827 -0.053
C 2.825 -3.980 -1.799
F 4.139 -4.018 -1.548
C 2.326 -4.909 -2.695
F 3.149 -5.804 -3.266
C -3.849 3.623 -1.808
Si -2.010 3.667 -1.485
C -1.709 4.137 0.287
C -1.227 4.897 -2.646
N -1.256 2.120 -1.702
C -1.005 1.422 -2.867
C -1.695 1.613 -4.067
C -1.406 0.866 -5.202
C -0.429 -0.119 -5.172
C 0.288 -0.319 -3.997
C -0.001 0.450 -2.896
F 0.790 0.310 -1.772
H -4.275 4.623 -1.693
H -4.346 2.955 -1.103
H -4.083 3.275 -2.814
H -1.819 5.214 0.426
H -0.698 3.859 0.593
H -2.406 3.637 0.960
H -1.762 5.849 -2.623
H -1.222 4.542 -3.678
H -0.190 5.077 -2.357
H -2.489 2.347 -4.096
H -1.971 1.040 -6.108
H -0.217 -0.718 -6.046
H 1.087 -1.048 -3.929
C -2.176 0.783 1.141
O -1.185 0.203 0.372
H -1.858 0.928 2.185
H -3.085 0.163 1.156
H -2.483 1.771 0.758
H -1.142 1.510 -0.880
C -0.058 -3.501 2.382
Si 0.125 -2.006 3.501
C -1.594 -1.657 4.162
C 1.160 -2.578 4.963
N 0.740 -0.691 2.618
C 1.735 0.219 2.841
C 2.483 0.339 4.030
C 3.541 1.224 4.140
C 3.915 2.038 3.078
C 3.179 1.963 1.903
C 2.098 1.109 1.791
H -0.513 -4.329 2.932
H 0.905 -3.827 1.984
H -0.713 -3.279 1.532
H -1.927 -2.489 4.788
H -2.305 -1.541 3.342
H -1.627 -0.745 4.761
H 0.794 -3.554 5.292
H 1.087 -1.893 5.811
H 2.214 -2.680 4.702
H 2.231 -0.291 4.869
H 4.089 1.275 5.074
H 4.751 2.719 3.164
H 3.435 2.598 1.063
H 1.534 1.153 0.853

Mulliken atomic charge list, values in e, 8 entries: Ti 0.71; F -0.33; C 0.69; C -0.17; F -0.34; C -0.16; F -0.07; C 0.59



2.
Computed, not measured: an isolated molecule of C25H31FN4O2, with ωB97M-V/def2-TZVPD.

Results
HOMO	-0.287	hartree
DFT total energy	-39202.7403	eV
F_max	0.51	eV/Å
structure (SMILES)	O=C(CC[C@H]1CCCN(C(=O)Cc2cccc(F)c2)C1)N1CCN(c2ccccn2)CC1
frontier orbital gap	8.539	eV

Cartesian coordinates (Å):
O 1.048 -0.113 -2.688
C 1.350 0.767 -1.892
N 0.406 1.486 -1.252
C 0.598 2.507 -0.247
H 1.653 2.686 -0.057
C -0.118 2.085 1.047
N -1.521 1.858 0.788
C -2.391 2.906 0.933
N -1.878 4.030 1.444
C -2.677 5.055 1.678
C -4.033 5.051 1.412
C -4.576 3.886 0.881
C -3.762 2.803 0.637
H -4.183 1.891 0.245
H -5.633 3.826 0.663
H -4.644 5.916 1.613
H -2.188 5.926 2.096
C -1.700 0.813 -0.193
H -2.753 0.626 -0.388
C -0.998 1.216 -1.498
H -1.065 0.425 -2.244
H -1.467 2.126 -1.893
H -1.262 -0.107 0.206
H -0.026 2.870 1.796
H 0.304 1.149 1.426
H 0.141 3.440 -0.600
C 2.805 1.086 -1.602
H 3.396 0.596 -2.378
C 3.257 0.604 -0.213
H 3.964 1.329 0.198
H 2.395 0.561 0.450
C 3.941 -0.768 -0.205
C 4.612 -1.015 1.150
C 3.563 -1.094 2.255
C 2.519 -2.148 1.903
N 1.970 -1.986 0.568
C 0.630 -2.117 0.394
O -0.145 -1.931 1.316
C 0.166 -2.555 -0.991
C -1.294 -2.909 -1.008
C -1.808 -3.813 -0.087
C -3.154 -4.118 -0.123
C -4.015 -3.562 -1.051
C -3.493 -2.673 -1.974
C -2.147 -2.351 -1.952
H -1.749 -1.670 -2.689
H -4.141 -2.231 -2.716
H -5.060 -3.828 -1.045
F -3.647 -5.002 0.773
H -1.179 -4.268 0.660
H 0.757 -3.432 -1.270
H 0.357 -1.774 -1.729
C 2.952 -1.911 -0.488
H 2.462 -1.733 -1.442
H 3.510 -2.856 -0.552
H 1.684 -2.117 2.605
H 2.989 -3.141 1.955
H 3.088 -0.124 2.396
H 4.034 -1.371 3.200
H 5.329 -0.220 1.366
H 5.163 -1.958 1.108
H 4.707 -0.787 -0.988
H 2.958 2.162 -1.700

Mulliken atomic charge list, values in e, 8 entries: O -0.72; C 1.04; N 0.19; C -0.77; H 0.37; C -0.88; N 0.16; C 0.82



3.
Computed, not measured: a structure of composition C25H31GdN6O10P2S, with ωB97M-V/def2-TZVPD.

Results
HOMO (alpha / beta)	-0.071 / -0.072	hartree
multiplicity	8
DFT total energy	-106097.5513	eV
F_max	2.04	eV/Å
total charge	-2
expectation value of S²	15.85
frontier orbital gap (alpha / beta)	5.995 / 6.020	eV

Cartesian coordinates (Å):
Gd -0.521 -0.759 1.035
N -2.957 -2.076 1.192
C -3.407 -1.809 2.568
C -3.142 -0.346 2.999
O -4.091 0.312 3.462
N -1.872 -0.014 2.872
C -1.542 1.345 3.273
C -1.081 2.208 2.064
O -0.757 3.381 2.257
O -1.095 1.622 0.934
H -3.730 -1.917 0.550
H -2.692 -3.058 1.135
H -2.819 -2.439 3.238
H -4.476 -2.033 2.708
H -0.728 1.327 4.012
H -2.420 1.830 3.727
C -4.102 1.007 -0.312
P -2.455 0.378 -0.865
C -1.926 1.841 -1.847
C -2.958 -0.703 -2.323
C -1.693 -1.361 -2.865
P -0.742 -2.230 -1.510
C 0.752 -2.693 -2.466
C -1.634 -3.864 -1.550
H -4.633 1.524 -1.112
H -3.899 1.693 0.509
H -4.711 0.194 0.078
H -2.667 2.113 -2.604
H -0.977 1.589 -2.316
H -1.772 2.657 -1.145
H -3.465 -0.125 -3.105
H -3.649 -1.473 -1.970
H -1.009 -0.599 -3.239
H -1.915 -2.049 -3.688
H 0.488 -3.155 -3.419
H 1.363 -3.370 -1.873
H 1.327 -1.781 -2.620
H -1.533 -4.341 -2.526
H -2.689 -3.716 -1.322
H -1.198 -4.505 -0.785
O 2.313 -6.691 1.943
C 1.737 -5.625 1.724
C 0.444 -5.186 2.329
O -0.354 -5.911 2.936
C 0.290 -3.779 1.970
C 1.288 -3.427 1.001
O 1.265 -2.285 0.427
C 2.192 -4.552 0.788
O 3.124 -4.642 -0.019
O -0.604 -2.947 2.339
N 3.593 6.464 -2.232
C 3.193 5.141 -2.005
C 1.841 4.827 -1.876
C 1.439 3.516 -1.691
C 2.383 2.509 -1.658
C 3.728 2.807 -1.773
C 4.136 4.115 -1.944
S 1.875 0.782 -1.585
O 0.854 0.651 -2.611
O 3.054 -0.007 -1.834
N 1.173 0.455 -0.172
C 1.891 0.730 0.898
N 3.008 1.475 0.792
C 3.673 1.743 1.891
C 3.275 1.309 3.147
C 2.108 0.557 3.173
N 1.421 0.257 2.091
H 2.919 7.147 -1.916
H 4.531 6.673 -1.920
H 1.105 5.619 -1.929
H 0.398 3.271 -1.567
H 4.431 1.993 -1.717
H 5.187 4.357 -2.044
H 4.570 2.339 1.747
H 3.838 1.532 4.040
H 1.705 0.175 4.107

Mulliken atomic charge list, values in e, 8 entries: Gd -0.99; N -0.32; C -0.67; C 0.65; O -0.84; N 0.05; C -0.76; C 0.45



4.
Computed, not measured: a structure of composition C25H31IN5NiO2PS3, with ωB97M-V/def2-TZVPD.

Results
HOMO (alpha / beta)	-0.271 / -0.275	hartree
multiplicity	3
DFT total energy	-128913.4499	eV
F_max	0.70	eV/Å
expectation value of S²	2.01
frontier orbital gap (alpha / beta)	7.842 / 7.937	eV

Cartesian coordinates (Å):
Ni -0.355 -0.456 0.218
I 2.162 0.315 -0.065
C 2.343 0.111 2.031
C 3.597 0.142 2.562
C 3.749 0.053 3.964
C 2.647 -0.021 4.764
C 1.339 -0.041 4.214
C 0.198 -0.084 5.054
C -1.050 -0.127 4.510
C -1.215 -0.162 3.102
C -0.158 -0.116 2.227
C 1.151 -0.015 2.797
H 4.467 0.243 1.925
H 4.745 0.058 4.391
H 2.753 -0.063 5.844
H 0.342 -0.078 6.129
H -1.924 -0.144 5.153
H -2.227 -0.235 2.716
C -2.505 4.575 -1.016
N -2.159 3.482 -1.915
C -1.534 2.337 -1.562
S -1.145 1.976 0.060
N -1.262 1.503 -2.579
C -1.581 1.780 -3.972
H -3.541 4.869 -1.175
H -1.858 5.437 -1.181
H -2.384 4.242 0.008
H -2.262 3.667 -2.897
H -0.871 0.605 -2.368
H -2.653 1.943 -4.115
H -1.294 0.912 -4.555
H -1.031 2.651 -4.340
C -3.962 -0.098 0.520
P -2.596 -1.102 -0.174
C -3.284 -1.379 -1.845
C -2.923 -2.737 0.584
H -4.906 -0.633 0.402
H -4.015 0.856 -0.006
H -3.796 0.115 1.576
H -4.339 -1.647 -1.743
H -2.757 -2.184 -2.348
H -3.200 -0.479 -2.455
H -3.995 -2.930 0.636
H -2.492 -2.770 1.585
H -2.449 -3.514 -0.021
N 5.452 -3.533 -5.130
C 4.194 -3.258 -4.616
C 3.877 -1.965 -4.181
C 2.609 -1.674 -3.726
C 1.640 -2.671 -3.691
C 1.939 -3.957 -4.121
C 3.211 -4.249 -4.579
S 0.012 -2.260 -3.168
O -0.333 -1.011 -3.812
O -0.822 -3.411 -3.420
N 0.109 -1.896 -1.605
C 0.339 -2.858 -0.657
S 0.631 -4.580 -0.833
C 0.775 -4.722 0.886
C 0.576 -3.523 1.467
N 0.334 -2.479 0.605
H 6.195 -2.903 -4.883
H 5.725 -4.498 -5.170
H 4.635 -1.191 -4.216
H 2.358 -0.672 -3.397
H 1.163 -4.713 -4.099
H 3.447 -5.251 -4.923
H 0.974 -5.678 1.348
H 0.605 -3.321 2.531

Mulliken atomic charge list, values in e, 8 entries: Ni 0.01; I 0.14; C 0.52; C -0.60; C -0.53; C -0.90; C 0.82; C -0.86